# C84H208N2O26P6

A 18-piece molecular cluster, C84H208N2O26P6 overall in a non-equilibrium geometry (ωB97M-V/def2-TZVPD, OMol25).

ORCA input file:
```
! RIJCOSX wB97M-V def2-TZVPD def2/J DEFGRID3
* xyz 0 1
C -29.549 8.583 -7.835
C -28.642 8.444 -6.605
C -28.172 7.076 -6.208
C -29.258 5.992 -6.214
C -28.681 4.673 -5.829
C -27.567 4.120 -6.721
H -30.610 8.396 -7.673
H -29.112 8.040 -8.674
H -29.328 9.634 -8.021
H -27.843 9.185 -6.563
H -29.232 8.939 -5.833
H -27.787 7.206 -5.197
H -27.244 6.880 -6.745
H -30.056 6.024 -5.472
H -29.824 6.027 -7.145
H -28.224 4.705 -4.840
H -29.456 3.919 -5.693
H -27.977 4.207 -7.727
H -26.644 4.697 -6.667
H -27.222 3.111 -6.493
C -18.557 10.804 0.445
C -17.490 11.346 1.409
C -17.259 10.271 2.624
C -16.002 10.350 3.453
C -15.879 9.028 4.308
C -14.540 8.838 5.089
H -18.331 9.881 -0.089
H -18.973 11.604 -0.167
H -19.355 10.382 1.055
H -16.581 11.655 0.893
H -17.896 12.308 1.722
H -17.239 9.312 2.107
H -18.160 10.401 3.224
H -15.030 10.404 2.962
H -16.054 11.206 4.125
H -16.695 8.886 5.016
H -15.833 8.191 3.612
H -14.500 7.777 5.337
H -13.797 9.154 4.357
H -14.456 9.329 6.059
C -24.850 14.040 -13.347
C -24.535 13.309 -12.019
C -25.290 11.944 -11.929
C -24.922 11.105 -10.670
C -25.547 11.685 -9.419
C -25.239 11.000 -8.026
H -25.839 13.670 -13.618
H -24.146 13.741 -14.124
H -24.945 15.122 -13.259
H -23.479 13.038 -11.976
H -24.688 13.941 -11.145
H -24.977 11.368 -12.800
H -26.356 12.170 -11.951
H -25.287 10.078 -10.662
H -23.835 11.162 -10.606
H -25.269 12.739 -9.439
H -26.610 11.638 -9.654
H -25.691 10.009 -8.042
H -24.164 10.910 -7.869
H -25.623 11.607 -7.207
C -21.187 20.833 -3.021
C -20.929 19.438 -3.694
C -21.891 19.050 -4.818
C -23.326 18.786 -4.388
C -23.628 17.506 -3.608
C -25.005 16.885 -3.708
H -20.921 21.725 -3.589
H -20.533 21.043 -2.175
H -22.179 20.796 -2.571
H -19.898 19.475 -4.048
H -20.895 18.719 -2.876
H -21.521 18.134 -5.279
H -21.899 19.755 -5.649
H -23.536 19.685 -3.808
H -24.059 18.715 -5.192
H -22.844 16.759 -3.732
H -23.480 17.737 -2.553
H -25.078 16.479 -4.718
H -25.105 16.041 -3.025
H -25.889 17.510 -3.582
C -18.255 15.805 -14.169
C -19.210 16.303 -13.181
C -20.392 17.040 -13.846
C -21.434 17.581 -12.842
C -21.906 16.663 -11.767
C -23.117 16.957 -10.975
H -17.720 14.932 -13.796
H -17.448 16.463 -14.490
H -18.799 15.345 -14.994
H -19.678 15.572 -12.521
H -18.767 17.074 -12.551
H -20.940 16.496 -14.616
H -19.874 17.900 -14.270
H -21.076 18.439 -12.275
H -22.257 17.980 -13.435
H -21.973 15.599 -11.995
H -21.074 16.610 -11.064
H -23.974 17.270 -11.572
H -23.475 16.169 -10.312
H -22.918 17.767 -10.273
C -15.403 7.721 -10.800
C -15.132 9.162 -11.046
C -14.947 9.920 -9.698
C -16.240 10.647 -9.168
C -17.414 9.765 -8.721
C -18.359 10.498 -7.777
H -15.813 7.551 -9.804
H -14.523 7.120 -11.032
H -16.136 7.332 -11.506
H -14.147 9.106 -11.509
H -15.811 9.574 -11.793
H -14.252 10.752 -9.811
H -14.511 9.336 -8.888
H -15.931 11.458 -8.508
H -16.685 11.106 -10.051
H -17.825 9.086 -9.469
H -16.872 9.047 -8.106
H -18.474 11.517 -8.147
H -19.297 9.944 -7.810
H -17.823 10.422 -6.830
C -18.284 7.678 -13.878
C -19.677 7.924 -14.480
C -20.589 8.744 -13.554
C -20.218 10.158 -13.289
C -21.082 10.891 -12.210
C -20.543 12.290 -11.859
H -18.086 8.274 -12.987
H -17.505 7.823 -14.626
H -18.140 6.644 -13.564
H -19.536 8.310 -15.489
H -20.298 7.115 -14.865
H -20.617 8.123 -12.658
H -21.599 8.728 -13.965
H -19.162 10.302 -13.061
H -20.284 10.793 -14.172
H -22.118 10.796 -12.536
H -20.935 10.364 -11.268
H -19.502 12.386 -11.547
H -20.797 13.034 -12.613
H -20.919 12.695 -10.919
C -29.611 12.070 1.165
C -28.283 11.666 0.510
C -27.137 12.715 0.698
C -25.716 12.128 0.222
C -24.333 13.019 0.350
C -24.510 14.438 -0.164
H -30.443 11.379 1.030
H -30.082 13.036 0.979
H -29.455 12.114 2.243
H -27.923 10.738 0.953
H -28.421 11.539 -0.564
H -27.067 13.007 1.746
H -27.436 13.624 0.176
H -25.605 11.158 0.707
H -25.846 11.974 -0.849
H -23.954 13.034 1.372
H -23.553 12.527 -0.230
H -23.661 15.114 -0.269
H -25.009 14.506 -1.131
H -25.241 14.998 0.419
C -21.987 9.034 -6.118
C -22.570 8.209 -4.930
C -23.873 8.644 -4.355
C -24.556 7.738 -3.308
C -25.892 8.498 -3.009
C -26.929 7.656 -2.076
H -20.897 9.035 -6.127
H -22.428 10.029 -6.052
H -22.377 8.682 -7.073
H -22.702 7.173 -5.241
H -21.859 8.148 -4.106
H -24.573 8.734 -5.186
H -23.603 9.607 -3.922
H -24.614 6.750 -3.765
H -23.911 7.510 -2.460
H -25.613 9.477 -2.619
H -26.556 8.789 -3.822
H -27.433 6.799 -2.522
H -26.455 7.452 -1.116
H -27.737 8.313 -1.754
C -19.217 15.406 -6.817
C -17.756 14.910 -7.047
C -17.387 15.105 -8.505
C -15.850 14.820 -8.920
C -15.569 14.698 -10.458
C -14.119 14.382 -10.879
H -19.111 16.454 -7.098
H -19.510 15.164 -5.796
H -19.832 14.839 -7.516
H -17.063 15.539 -6.488
H -17.646 13.843 -6.853
H -17.758 16.034 -8.939
H -17.935 14.346 -9.064
H -15.173 15.569 -8.510
H -15.561 13.920 -8.378
H -16.164 14.000 -11.046
H -15.662 15.680 -10.921
H -13.505 14.404 -9.979
H -13.992 13.314 -11.055
H -13.730 14.774 -11.818
C -26.855 18.363 -8.742
C -26.842 18.974 -10.101
O -26.526 18.346 -11.083
N -27.187 20.262 -10.204
C -27.928 21.022 -9.222
H -26.813 18.974 -7.841
H -26.199 17.512 -8.562
H -27.891 18.028 -8.807
H -27.105 20.678 -11.121
H -28.325 20.566 -8.316
H -28.704 21.481 -9.835
H -27.333 21.793 -8.732
C -21.961 18.893 0.056
C -23.150 19.392 0.772
O -23.889 18.544 1.166
N -23.119 20.684 1.081
C -24.180 21.240 1.903
H -21.074 19.416 0.414
H -22.273 19.146 -0.957
H -21.842 17.822 0.225
H -22.428 21.312 0.695
H -24.975 20.518 2.092
H -24.644 22.117 1.452
H -23.704 21.669 2.785
C -27.971 15.450 -11.991
O -28.410 15.308 -10.633
P -29.611 14.275 -10.295
O -29.455 12.977 -11.024
O -30.876 15.132 -10.750
C -30.885 16.465 -10.598
O -29.596 14.236 -8.698
C -28.599 13.460 -7.931
H -26.969 15.861 -11.867
H -28.498 16.108 -12.681
H -27.768 14.481 -12.447
H -30.813 16.728 -11.654
H -30.005 17.008 -10.251
H -31.811 16.981 -10.346
H -29.244 13.062 -7.146
H -27.808 14.062 -7.484
H -28.115 12.592 -8.380
C -20.885 8.257 -1.179
O -20.979 7.015 -0.501
P -22.260 6.718 0.411
O -23.522 7.299 -0.172
O -21.879 7.305 1.905
C -22.702 7.255 3.056
O -22.058 5.136 0.625
C -22.967 4.218 0.061
H -19.888 8.207 -1.617
H -21.020 9.128 -0.538
H -21.519 8.268 -2.066
H -22.939 8.281 3.337
H -22.127 6.664 3.769
H -23.680 6.778 2.998
H -22.459 3.382 -0.418
H -23.724 4.618 -0.614
H -23.413 3.775 0.952
C -16.874 12.870 -2.884
O -17.727 14.009 -2.821
P -17.501 15.279 -1.724
O -16.029 15.442 -1.495
O -18.425 15.009 -0.480
C -19.850 14.623 -0.719
O -18.365 16.550 -2.316
C -18.262 16.978 -3.655
H -17.410 11.922 -2.928
H -16.185 12.857 -2.040
H -16.133 12.990 -3.674
H -20.201 13.730 -0.201
H -20.072 14.510 -1.781
H -20.600 15.384 -0.504
H -19.191 17.118 -4.208
H -17.774 16.146 -4.163
H -17.656 17.884 -3.628
C -31.914 8.636 -3.600
O -31.596 9.632 -4.522
P -30.773 10.970 -4.195
O -30.591 11.872 -5.334
O -31.528 11.641 -2.880
C -30.852 12.645 -2.162
O -29.382 10.310 -3.559
C -28.120 10.926 -3.751
H -31.109 8.485 -2.882
H -31.879 7.715 -4.182
H -32.876 8.862 -3.139
H -31.293 12.444 -1.185
H -31.129 13.675 -2.384
H -29.767 12.745 -2.189
H -27.485 10.678 -2.900
H -28.075 11.944 -4.136
H -27.681 10.363 -4.575
C -15.351 8.838 -5.180
O -15.904 7.854 -4.230
P -16.910 8.238 -3.024
O -17.888 9.265 -3.430
O -17.684 6.849 -2.798
C -18.242 6.275 -3.977
O -15.979 8.474 -1.740
C -15.321 9.767 -1.659
H -14.286 8.607 -5.156
H -15.487 9.894 -4.944
H -15.379 8.630 -6.249
H -18.257 5.196 -3.820
H -17.495 6.280 -4.771
H -19.124 6.781 -4.369
H -14.261 9.707 -1.412
H -15.879 10.513 -1.094
H -15.427 10.134 -2.680
C -24.558 12.609 -3.647
O -23.891 13.148 -4.736
P -22.396 13.745 -4.566
O -22.091 14.410 -3.236
O -21.579 12.390 -4.845
C -20.412 12.034 -4.156
O -22.170 14.590 -5.921
C -22.793 14.039 -7.177
H -25.481 13.174 -3.520
H -24.036 12.623 -2.690
H -24.924 11.685 -4.095
H -19.741 12.891 -4.213
H -19.953 11.121 -4.536
H -20.640 11.810 -3.114
H -23.460 14.798 -7.584
H -23.273 13.095 -6.917
H -22.180 13.777 -8.039
*
```

Computed properties:
E_LUMO ... 0.4 eV
Electronic energy ... -7439.32673 hartree
HOMO ... -9.358 eV
Largest force on an atom ... 5.2 eV/A
Molar mass ... 1848.420 g mol⁻¹
Orbital gap ... 9.78 eV